Entry 1:
151
Properties=species:S:1:pos:R:3 method="wB97M-V/def2-TZVPD" lumo_ha="-0.199 / -0.214" total_charge=+3 s2=0.75 fmax_ev_per_a=4.269 spin_multiplicity=2
C -12.22 13.86 1.69
C -11.33 12.84 2.37
C -10.82 13.40 3.78
C -9.56 12.68 4.29
N -8.99 13.09 5.71
C -9.93 12.65 6.85
C -9.86 11.16 6.83
C -8.39 10.87 6.56
C -7.81 12.12 5.97
C -8.61 14.58 5.82
H -12.63 13.47 0.76
H -11.60 14.74 1.52
H -13.04 13.99 2.39
H -10.46 12.59 1.76
H -11.86 11.90 2.53
H -11.69 13.14 4.39
H -10.73 14.48 3.79
H -8.71 12.91 3.65
H -9.63 11.59 4.21
H -9.55 13.00 7.81
H -10.92 13.03 6.62
H -10.27 10.75 7.75
H -10.59 10.78 6.11
H -8.02 10.68 7.56
H -8.15 10.00 5.94
H -7.24 12.63 6.75
H -7.21 12.07 5.06
H -8.61 14.83 6.88
H -9.33 15.15 5.25
H -7.62 14.65 5.36
C -15.61 13.04 4.26
C -14.51 12.09 4.90
C -15.14 11.41 6.00
C -15.00 12.16 7.33
N -14.82 11.18 8.49
C -15.02 11.87 9.87
C -13.69 12.53 10.28
C -12.64 11.75 9.44
C -13.36 10.64 8.63
C -15.78 9.95 8.47
H -16.55 12.56 3.99
H -15.22 13.47 3.34
H -15.78 13.85 4.96
H -13.59 12.57 5.21
H -14.29 11.17 4.37
H -14.64 10.45 6.10
H -16.22 11.28 5.91
H -15.79 12.87 7.57
H -14.03 12.66 7.33
H -15.07 11.08 10.61
H -15.97 12.41 9.86
H -13.59 12.47 11.37
H -13.76 13.57 9.97
H -11.93 11.24 10.10
H -12.00 12.42 8.87
H -13.36 9.75 9.27
H -12.92 10.49 7.65
H -16.84 10.16 8.60
H -15.47 9.18 9.18
H -15.74 9.42 7.53
C -6.37 10.96 1.24
C -5.32 11.81 0.53
C -4.74 12.90 1.43
C -4.34 12.47 2.97
N -3.65 13.57 3.80
C -3.09 13.13 5.26
C -4.19 13.62 6.17
C -4.68 14.89 5.53
C -4.67 14.76 4.00
C -2.44 14.04 3.01
H -5.83 10.21 1.82
H -7.04 10.53 0.49
H -7.06 11.54 1.86
H -5.73 12.41 -0.29
H -4.58 11.30 -0.09
H -5.50 13.68 1.42
H -3.98 13.34 0.79
H -3.52 11.76 2.93
H -5.19 12.02 3.49
H -2.13 13.58 5.52
H -2.97 12.05 5.17
H -3.85 13.84 7.18
H -5.00 12.90 6.28
H -3.94 15.66 5.77
H -5.68 15.22 5.84
H -4.48 15.68 3.44
H -5.69 14.43 3.80
H -1.88 13.12 2.86
H -1.82 14.77 3.54
H -2.68 14.46 2.03
C -11.72 11.40 -1.09
C -10.21 11.73 -0.92
C -9.82 13.23 -1.04
C -9.91 13.79 -2.43
N -9.34 15.27 -2.57
C -9.93 16.32 -1.67
C -9.66 17.62 -2.42
C -10.31 17.19 -3.76
C -9.72 15.80 -3.98
C -7.79 15.18 -2.39
H -12.45 12.19 -0.89
H -12.05 10.52 -0.54
H -11.90 11.05 -2.11
H -9.57 11.18 -1.60
H -9.93 11.41 0.09
H -8.79 13.27 -0.68
H -10.37 13.82 -0.31
H -10.95 14.04 -2.62
H -9.47 13.21 -3.23
H -9.39 16.62 -0.78
H -10.98 16.20 -1.39
H -8.59 17.78 -2.58
H -10.19 18.48 -2.01
H -9.94 17.86 -4.54
H -11.40 17.11 -3.75
H -8.80 15.79 -4.56
H -10.45 15.15 -4.45
H -7.25 16.12 -2.39
H -7.42 14.44 -3.10
H -7.53 14.75 -1.42
C -10.90 22.80 3.68
C -9.47 22.74 4.31
C -8.90 21.30 4.30
C -7.62 21.19 5.25
N -7.11 19.72 5.37
C -8.18 18.71 5.83
C -7.34 17.57 6.52
C -5.90 18.05 6.65
C -6.01 19.56 6.46
C -6.50 19.28 3.98
H -10.77 22.73 2.60
H -11.43 23.72 3.92
H -11.63 22.07 4.04
H -9.58 23.01 5.36
H -8.78 23.44 3.84
H -8.81 21.11 3.23
H -9.77 20.78 4.69
H -7.78 21.35 6.31
H -6.72 21.72 4.95
H -8.65 18.37 4.91
H -8.86 19.26 6.47
H -7.38 16.72 5.83
H -7.80 17.35 7.48
H -5.14 17.75 5.93
H -5.61 17.65 7.62
H -5.00 19.86 6.15
H -6.41 20.03 7.35
H -5.83 20.08 3.68
H -7.36 19.16 3.31
H -5.99 18.32 4.04
Br -5.31 9.47 5.19

---

Entry 2:
30
Properties=species:S:1:pos:R:3 method="wB97M-V/def2-TZVPD" lumo_ha=0.024 fmax_ev_per_a=1.224
C 2.75 -2.25 -0.26
C 1.97 -1.39 0.69
F 1.37 -0.36 0.00
O 0.99 -2.09 1.44
C -0.21 -2.20 0.81
O -0.43 -2.96 -0.08
O -1.10 -1.39 1.39
C -2.43 -1.89 1.36
P -3.29 -1.51 -0.21
O -2.45 -0.95 -1.28
O -4.03 -2.85 -0.62
O -4.42 -0.48 0.23
H 3.25 -3.05 0.28
H 2.12 -2.67 -1.04
H 3.51 -1.63 -0.73
H 2.64 -0.94 1.43
H -2.97 -1.37 2.15
H -2.48 -2.95 1.60
H -3.54 -3.24 -1.36
H -4.41 0.23 -0.43
C 1.23 2.64 -1.25
C 1.14 2.64 0.16
C 1.29 3.94 0.58
N 1.47 4.72 -0.53
C 1.43 3.94 -1.65
H 1.15 1.79 -1.91
H 0.98 1.79 0.80
H 1.29 4.37 1.57
H 1.61 5.71 -0.52
H 1.55 4.37 -2.63

---

Entry 3:
20
Properties=species:S:1:pos:R:3 method="wB97M-V/def2-TZVPD" relative_energy_ev=3.713 lumo_ha=0.000 fmax_ev_per_a=6.529
C 3.22 1.05 1.13
C -0.59 -0.37 -2.73
C 2.04 0.84 1.62
C 0.35 -0.81 -1.89
C 0.00 -2.06 1.22
O -1.35 0.31 0.21
Si -2.65 1.05 0.47
Si 0.00 -0.63 0.07
H 4.17 1.28 1.80
H 3.36 1.08 0.11
H -0.46 -0.05 -3.72
H -1.43 0.11 -2.27
H 1.79 0.66 2.74
H 1.29 -1.19 -2.23
H -0.87 -2.66 1.07
H 0.81 -2.74 1.26
H -0.06 -1.54 2.30
H -3.75 0.29 0.04
H -2.89 1.34 1.95
H -2.64 2.29 -0.35

---

Entry 4:
12
Properties=species:S:1:pos:R:3 method="wB97M-V/def2-TZVPD" relative_energy_ev=6.650 lumo_ha=0.029 fmax_ev_per_a=2.092
C 0.68 -0.04 0.90
N -1.19 -0.35 -0.20
N 1.48 -0.26 -0.14
N 1.14 0.32 -1.34
O -2.18 0.64 0.08
H -2.25 0.66 1.04
H -1.67 -1.21 -0.47
H 1.83 -1.21 -0.22
H 1.63 1.20 -1.44
H -0.58 0.01 -1.02
H 0.40 0.98 1.10
H 0.69 -0.75 1.72

---

Entry 5:
16
Properties=species:S:1:pos:R:3 method="wB97M-V/def2-TZVPD" relative_energy_ev=0.651 lumo_ha="-0.121 / -0.432" total_charge=+1 s2=0.75 fmax_ev_per_a=2.068 spin_multiplicity=2
C -1.93 0.32 -0.89
C -1.93 -1.02 -0.33
H -1.18 0.52 -1.71
H -2.85 0.75 -1.36
H -1.77 1.09 -0.10
H -1.20 -1.16 0.48
H -1.86 -1.79 -1.11
H -2.93 -1.07 0.16
C 2.19 -0.16 0.06
C 1.70 0.78 1.12
H 3.14 0.15 -0.41
H 2.44 -1.11 0.51
H 1.44 -0.33 -0.74
H 2.37 0.80 1.99
H 0.73 0.42 1.52
H 1.62 1.81 0.81

---

Entry 6:
9
Properties=species:S:1:pos:R:3 method="wB97M-V/def2-TZVPD" relative_energy_ev=0.797 lumo_ha=0.032 fmax_ev_per_a=2.012
C 0.00 0.00 0.00
C 0.33 0.53 1.22
H -0.77 -0.77 -0.11
H 0.50 0.35 -0.91
H -0.20 0.24 2.13
H 1.17 1.22 1.32
O -0.50 -3.89 -2.06
H -0.03 -4.55 -2.61
H -0.02 -3.04 -2.22